No. 1
Molecular formula: C3H3Cl
Method: DFT, ωB97M-V/def2-TZVPD

- Gap between HOMO and LUMO (alpha / beta): 6.74 / 6.74 eV
- Multiplicity: 1
- Energy relative to the best compared isomer or geometry (same formula, charge and spin): 672.0 kJ/mol
- Highest occupied orbital energy (alpha / beta): -10.24 / -10.23 eV
- Strongest force on any atom: 3.3 eV Å⁻¹
- Net charge: 0

Geometry as XYZ:
```
7
C3H3Cl, DFT ωB97M-V/def2-TZVPD
C -1.58199 -0.45129 -0.05385
C -2.69812 -0.91511 -0.19338
C 0.78072 0.43982 0.06065
Cl 1.75773 -1.00479 -0.07489
H -0.34081 -0.09972 -0.13784
H 1.13873 1.23985 -0.68935
H 0.94374 0.79123 1.08865
```

No. 2
Molecular formula: C4H4S3
Method: DFT, ωB97M-V/def2-TZVPD

- Gap between HOMO and LUMO: 8.23 eV
- Multiplicity: 1
- Energy relative to the best compared isomer or geometry (same formula, charge and spin): 210.3 kJ/mol
- Highest occupied orbital energy: -8.29 eV
- Structure (SMILES): S=CC1SC=CS1
- Strongest force on any atom: 7.3 eV Å⁻¹
- Net charge: 0

Geometry as XYZ:
```
11
C4H4S3, DFT ωB97M-V/def2-TZVPD
C -1.18960 -0.13019 -1.33050
C 0.17130 0.52685 -1.07556
C 0.21684 0.29658 1.62722
C 0.91060 -0.84134 1.09023
H -1.98485 0.66325 -1.33311
H 0.56777 1.02142 -2.04177
H -0.03036 0.64495 2.66907
H 1.47346 -1.49193 1.62780
S -1.24366 -1.68916 -0.98822
S -0.36507 1.49741 0.32147
S 1.47357 -0.49783 -0.56663
```

No. 3
Molecular formula: C7H37NO12
Method: DFT, ωB97M-V/def2-TZVPD

- Gap between HOMO and LUMO: 8.31 eV
- Multiplicity: 1
- Energy relative to the best compared isomer or geometry (same formula, charge and spin): 398.9 kJ/mol
- Highest occupied orbital energy: -8.44 eV
- Strongest force on any atom: 4.7 eV Å⁻¹
- Net charge: 0

Geometry as XYZ:
```
57
C7H37NO12, DFT ωB97M-V/def2-TZVPD
C -1.12721 -0.50498 2.04265
C 0.25930 -1.11649 1.96000
C 1.36048 -0.05736 1.75028
C 2.63339 -0.17191 2.26768
C 1.79890 2.54954 -1.01350
C 1.83694 1.52902 0.07403
C 0.84809 0.96897 0.78197
N -1.52357 0.26470 3.27053
H -1.29177 0.15685 1.21838
H -1.75537 -1.35663 1.82486
H 0.09647 -1.78378 1.05693
H 0.63448 -1.78783 2.79773
H 2.95290 -0.93843 2.87907
H 3.40843 0.64741 2.07770
H 1.15670 3.42812 -0.96827
H 1.37847 2.04123 -1.90777
H 2.92229 2.85462 -1.24481
H 2.77880 1.38643 0.47432
H -0.19702 1.15945 0.79268
H -2.57078 0.43678 3.16024
H -1.32110 -0.15464 4.12977
H 3.40690 -1.81963 -1.81533
H 3.33738 -0.31768 -1.84776
O 3.98464 -1.04593 -2.02860
H -2.08454 -0.84573 -0.60883
H -1.26373 -1.74882 -1.59952
O -1.90871 -1.72061 -0.85122
H 0.64206 -2.03849 -2.43093
H -0.09489 -1.42311 -3.44863
O -0.23035 -2.13995 -2.82663
H -2.62702 2.38051 2.94849
H -3.83503 3.00314 2.12098
O -3.02476 2.60222 2.04207
H -1.44554 -2.85124 0.24159
H -1.41064 -4.28648 0.70094
O -0.90006 -3.52788 0.73325
H 1.28012 -1.24769 -0.28488
H 1.84542 -2.75415 -0.61974
O 1.69808 -1.82946 -0.87936
H 0.21568 1.12063 -3.41563
H 1.47290 0.74628 -4.24486
O 0.72453 0.36552 -3.74671
H -1.68423 1.62585 -2.29043
H -0.57305 2.59409 -1.88620
O -0.92955 2.11702 -2.58002
H -2.34062 3.38149 0.21638
H -0.97157 2.93082 0.94311
O -1.43536 2.95342 -0.02452
H 1.06108 -4.50821 -1.25267
H 0.54150 -4.00376 0.11797
O 1.39679 -4.26379 -0.42745
H 0.19606 3.22074 2.77539
H -0.20361 1.85930 3.17151
O -0.41217 2.54962 2.56354
H -3.77948 1.02269 -1.37804
H -2.73568 1.46508 -0.25940
O -2.98014 0.86121 -1.00144
```

No. 4
Molecular formula: C5H10N5
Method: DFT, ωB97M-V/def2-TZVPD

- Gap between HOMO and LUMO (alpha / beta): 7.65 / 7.65 eV
- Multiplicity: 1
- Energy relative to the best compared isomer or geometry (same formula, charge and spin): 342.1 kJ/mol
- Highest occupied orbital energy (alpha / beta): -12.46 / -12.46 eV
- Structure (SMILES): C/N=C(N)/C=C\[N+]#CNN
- Strongest force on any atom: 4.7 eV Å⁻¹
- Net charge: +1

Geometry as XYZ:
```
20
C5H10N5, DFT ωB97M-V/def2-TZVPD
C 0.91312 1.57951 -0.04179
C -0.42602 1.76932 0.05417
C 1.71286 0.39544 -0.05413
C -2.40541 0.38481 -0.45546
C 2.05963 -2.00119 -0.21756
N -1.33657 0.78860 -0.20121
N 1.23681 -0.79212 -0.08888
N 3.14468 0.62019 -0.07588
N -4.11646 -0.77441 0.50932
N -3.58584 -0.07020 -0.57560
H 1.62157 2.35665 0.06116
H -0.75373 2.69806 0.21683
H 1.62464 -2.58316 -0.91461
H 3.15975 -1.87212 -0.43442
H 1.96428 -2.49022 0.78268
H 3.41590 1.43030 0.41960
H 3.75252 -0.11126 0.26910
H -4.47079 -0.21857 1.28073
H -3.35048 -1.37773 0.80959
H -4.16044 0.26808 -1.34365
```

No. 5
Molecular formula: C4H7BaO
Method: DFT, ωB97M-V/def2-TZVPD

- Gap between HOMO and LUMO: 6.23 eV
- Multiplicity: 1
- Energy relative to the best compared isomer or geometry (same formula, charge and spin): 71.7 kJ/mol
- Highest occupied orbital energy: -10.97 eV
- Strongest force on any atom: 3.3 eV Å⁻¹
- Net charge: +1

Geometry as XYZ:
```
13
C4H7BaO, DFT ωB97M-V/def2-TZVPD
C -0.22755 -0.11126 1.15670
C -0.62626 0.23567 -0.25886
C 0.22487 0.67817 -1.26004
O -0.03167 1.59364 -2.19637
Ba -1.96260 2.75928 -1.67773
H 0.27970 0.71623 1.67480
H -1.67563 0.03310 -0.53184
H -1.10601 -0.49012 1.69948
H 1.08086 0.10456 -1.63350
C 0.77421 -1.21013 0.83528
H 1.56703 -1.24688 1.59154
H 0.30397 -2.19866 0.75218
H 1.39908 -0.86360 -0.15162
```

No. 6
Molecular formula: C3H5NO2
Method: DFT, ωB97M-V/def2-TZVPD

- Gap between HOMO and LUMO: 10.66 eV
- Multiplicity: 1
- Energy relative to the best compared isomer or geometry (same formula, charge and spin): 172.1 kJ/mol
- Highest occupied orbital energy: -9.89 eV
- Strongest force on any atom: 0.6 eV Å⁻¹
- Net charge: 0

Geometry as XYZ:
```
11
C3H5NO2, DFT ωB97M-V/def2-TZVPD
C -1.70558 0.09669 -0.13265
C -0.21528 0.09472 -0.05651
O 0.48030 1.12681 -0.40420
N 0.59658 -0.84703 0.29589
C 1.90363 0.31710 -0.07429
O 2.64037 0.09415 -0.98138
H -1.99710 -0.00066 -1.18332
H -2.09680 1.04712 0.23699
H -2.13804 -0.73101 0.43344
H 0.33070 -1.77534 0.59652
H 2.15126 0.68299 0.92879
```

Question: Which of these has the lowest strongest force on any atom?
Answer: C3H5NO2